# 1
{
  "formula": "C11H80NO28",
  "method": "wB97M-V/def2-TZVPD",
  "lumo_ev": -2.89,
  "relative_energy_ev": 13.471,
  "total_charge": 1,
  "homo_lumo_gap_ev": 8.4,
  "species": ["C", "C", "C", "C", "N", "C", "C", "C", "C", "C", "C", "C", "H", "H", "H", "H", "H", "H", "H", "H", "H", "H", "H", "H", "H", "H", "H", "H", "H", "H", "H", "H", "H", "H", "H", "H", "O", "H", "H", "O", "H", "H", "O", "H", "H", "O", "H", "H", "O", "H", "H", "O", "H", "H", "O", "H", "H", "O", "H", "H", "O", "H", "H", "O", "H", "H", "O", "H", "H", "O", "H", "H", "O", "H", "H", "O", "H", "H", "O", "H", "H", "O", "H", "H", "O", "H", "H", "O", "H", "H", "O", "H", "H", "O", "H", "H", "O", "H", "H", "O", "H", "H", "O", "H", "H", "O", "H", "H", "O", "H", "H", "O", "H", "H", "O", "H", "H", "O", "H", "H"],
  "positions_angstrom": [[1.686, -0.260, -3.315], [0.662, -1.044, -2.542], [0.306, -0.393, -1.068], [-0.952, -1.032, -0.285], [-0.902, -0.588, 1.085], [-0.858, 0.945, 1.254], [0.528, 1.370, 1.754], [1.046, 0.071, 2.376], [0.323, -1.150, 1.826], [-2.223, -1.014, 1.572], [-2.360, -2.585, 1.705], [-3.652, -3.056, 2.564], [1.509, 0.599, -3.932], [2.346, -0.822, -3.951], [2.441, 0.047, -2.630], [1.140, -2.049, -2.143], [-0.099, -1.350, -3.131], [0.165, 0.710, -1.307], [1.129, -0.693, -0.427], [-1.161, -1.997, -0.346], [-1.818, -0.557, -0.805], [-1.602, 1.377, 1.903], [-1.018, 1.538, 0.434], [0.534, 2.253, 2.399], [1.286, 1.639, 1.084], [1.240, -0.034, 3.459], [2.120, 0.000, 2.233], [0.120, -1.680, 2.760], [0.966, -1.867, 1.437], [-3.040, -0.690, 1.064], [-2.151, -0.884, 2.614], [-1.310, -2.982, 2.180], [-2.569, -3.204, 0.614], [-3.615, -4.119, 2.438], [-4.645, -2.463, 2.288], [-3.415, -2.950, 3.777], [2.812, 2.984, -1.516], [2.719, 3.870, -1.335], [2.546, 2.824, -2.472], [-1.782, -2.562, -4.988], [-1.473, -1.633, -5.216], [-1.206, -2.907, -4.467], [-2.697, 3.485, 3.269], [-2.673, 3.294, 2.341], [-2.897, 2.719, 3.703], [-0.050, 2.528, -1.097], [-0.260, 2.392, -2.072], [0.842, 2.661, -1.489], [-4.427, -0.733, 5.051], [-4.787, -1.383, 5.761], [-5.207, -0.133, 4.925], [3.157, 2.292, 3.536], [4.048, 2.581, 3.504], [2.366, 2.883, 3.233], [4.150, 2.031, 0.134], [3.589, 2.635, -0.317], [4.063, 2.401, 1.033], [-3.924, 1.180, 0.186], [-3.904, 0.581, -0.538], [-3.184, 1.801, 0.091], [2.890, -1.151, 5.820], [2.928, -0.202, 5.688], [3.634, -1.445, 6.109], [-3.335, 1.758, 4.153], [-3.900, 1.335, 3.554], [-3.034, 1.132, 4.831], [-4.342, -3.413, 6.236], [-3.379, -3.904, 6.064], [-4.977, -3.861, 5.581], [4.316, -2.500, -3.124], [4.196, -1.641, -2.453], [4.240, -3.111, -2.422], [-5.318, 1.216, 2.273], [-5.891, 0.673, 1.856], [-4.681, 1.395, 1.621], [4.190, -0.690, -0.971], [3.923, -1.498, -0.677], [3.690, 0.164, -0.635], [2.492, 2.791, -4.309], [3.343, 2.235, -4.234], [2.066, 2.430, -5.071], [-4.092, 0.472, -2.240], [-4.468, -0.328, -2.112], [-4.261, 0.907, -2.943], [1.512, -1.751, -6.139], [0.971, -2.251, -6.589], [2.107, -1.434, -6.821], [2.169, 1.629, -5.747], [2.346, 2.218, -6.494], [3.008, 1.528, -5.306], [0.069, 2.380, -5.780], [-0.294, 2.898, -6.562], [0.395, 1.523, -6.049], [1.985, -3.401, -4.963], [1.824, -2.822, -5.713], [2.749, -3.156, -4.473], [1.051, -4.161, 1.445], [1.771, -3.517, 1.174], [0.578, -4.229, 0.637], [-0.752, -0.063, -5.040], [-1.060, 0.106, -5.954], [0.165, 0.082, -4.742], [3.356, -2.572, 0.855], [3.927, -2.599, 1.548], [3.839, -3.307, 0.278], [1.510, 4.500, 2.877], [0.692, 4.249, 3.523], [1.931, 5.175, 3.348], [-2.252, 3.464, 0.183], [-2.361, 4.354, 0.221], [-1.293, 3.191, -0.128], [0.300, -4.545, 4.026], [0.366, -4.485, 3.140], [0.731, -5.336, 4.363], [2.226, 1.913, 6.001], [2.432, 2.083, 5.159], [2.342, 2.593, 6.437], [-0.968, 2.189, -3.533], [-0.562, 2.560, -4.255], [-1.019, 1.353, -3.721]]
}



# 2
{
  "formula": "C11H82NO29",
  "method": "wB97M-V/def2-TZVPD",
  "lumo_ev": -2.96,
  "relative_energy_ev": 7.645,
  "total_charge": 1,
  "homo_lumo_gap_ev": 7.3,
  "species": ["C", "C", "C", "C", "N", "C", "C", "C", "C", "C", "C", "C", "H", "H", "H", "H", "H", "H", "H", "H", "H", "H", "H", "H", "H", "H", "H", "H", "H", "H", "H", "H", "H", "H", "H", "H", "O", "H", "H", "O", "H", "H", "O", "H", "H", "O", "H", "H", "O", "H", "H", "O", "H", "H", "O", "H", "H", "O", "H", "H", "O", "H", "H", "O", "H", "H", "O", "H", "H", "O", "H", "H", "O", "H", "H", "O", "H", "H", "O", "H", "H", "O", "H", "H", "O", "H", "H", "O", "H", "H", "O", "H", "H", "O", "H", "H", "O", "H", "H", "O", "H", "H", "O", "H", "H", "O", "H", "H", "O", "H", "H", "O", "H", "H", "O", "H", "H", "O", "H", "H", "O", "H", "H"],
  "positions_angstrom": [[17.977, -1.530, 50.558], [16.626, -1.571, 51.154], [16.438, -0.375, 52.102], [14.972, -0.041, 52.332], [14.584, 1.126, 53.160], [13.124, 1.193, 53.358], [12.715, 2.730, 53.489], [13.844, 3.477, 52.852], [14.800, 2.395, 52.383], [15.287, 1.178, 54.534], [15.012, -0.048, 55.432], [15.588, 0.255, 56.781], [18.544, -2.544, 50.295], [18.715, -0.966, 51.075], [18.188, -1.226, 49.617], [16.481, -2.412, 51.695], [15.740, -1.574, 50.253], [16.804, 0.489, 51.509], [16.809, -0.721, 53.048], [14.460, -0.808, 53.026], [14.639, 0.058, 51.468], [12.733, 0.678, 54.255], [12.661, 0.740, 52.518], [12.604, 2.995, 54.576], [11.834, 3.086, 53.047], [14.399, 4.108, 53.461], [13.323, 4.053, 52.190], [15.782, 2.531, 52.829], [14.668, 2.354, 51.305], [15.031, 2.087, 54.919], [16.363, 1.400, 54.323], [15.701, -0.971, 54.962], [13.896, -0.320, 55.485], [15.103, 1.037, 57.342], [16.601, 0.657, 56.700], [15.808, -0.441, 57.512], [13.098, 1.330, 49.782], [12.047, 1.439, 50.063], [13.238, 0.515, 49.175], [13.441, -0.243, 48.285], [12.834, 0.069, 47.663], [13.140, -0.875, 48.956], [19.899, -4.555, 49.733], [20.201, -3.697, 49.976], [19.982, -4.590, 48.785], [18.976, 1.413, 53.085], [18.784, 2.227, 53.551], [19.231, 1.452, 52.034], [19.318, 1.911, 50.997], [20.173, 1.406, 50.475], [18.756, 2.260, 50.255], [16.110, 0.854, 59.967], [17.140, 1.006, 60.106], [15.889, 0.703, 60.848], [16.783, 3.094, 56.950], [16.415, 3.349, 57.932], [16.089, 3.466, 56.595], [19.307, 0.112, 57.958], [18.929, -0.572, 58.555], [19.062, -0.027, 57.052], [12.051, 2.959, 56.484], [12.432, 2.876, 57.280], [11.606, 2.149, 56.218], [10.534, 5.456, 55.327], [10.043, 5.937, 55.965], [11.130, 4.916, 55.829], [10.498, 0.216, 56.278], [9.550, 0.237, 56.245], [10.600, -0.166, 55.308], [15.020, -2.641, 56.389], [15.852, -2.440, 56.592], [14.827, -2.614, 55.385], [14.104, -2.929, 53.903], [14.586, -3.489, 53.365], [13.719, -2.576, 53.112], [17.840, -3.049, 55.916], [18.157, -2.511, 55.203], [17.763, -3.927, 55.400], [17.699, -1.238, 46.447], [18.484, -1.622, 46.834], [17.034, -1.788, 46.839], [17.120, -4.288, 48.455], [17.341, -5.061, 47.859], [17.787, -4.234, 49.058], [11.078, 5.394, 51.791], [11.094, 6.031, 50.929], [11.535, 6.061, 52.513], [15.137, -3.431, 49.926], [15.836, -3.672, 49.332], [14.814, -4.338, 49.791], [10.711, 1.321, 50.552], [9.995, 1.794, 49.975], [10.432, 0.387, 50.612], [14.127, -1.733, 58.973], [14.522, -2.085, 58.110], [14.826, -2.011, 59.574], [10.724, -0.331, 53.589], [10.367, -1.078, 54.103], [10.081, 0.261, 53.122], [13.437, 0.808, 59.199], [14.365, 1.083, 59.368], [13.733, -0.142, 59.194], [15.843, -4.240, 52.498], [15.758, -3.669, 51.785], [15.485, -5.172, 52.464], [12.389, -1.798, 52.783], [11.753, -2.422, 52.907], [11.827, -1.130, 53.214], [12.692, -2.122, 50.021], [12.556, -1.897, 51.016], [13.591, -2.299, 50.075], [8.779, 4.001, 52.463], [9.605, 4.215, 51.870], [8.303, 3.307, 51.956], [18.968, -0.227, 55.071], [19.486, -0.665, 54.460], [18.639, 0.556, 54.595], [20.174, -1.142, 48.001], [20.543, -0.314, 48.526], [20.628, -1.762, 48.533], [19.495, 2.074, 57.621], [19.352, 1.105, 57.634], [18.699, 2.699, 57.393]]
}



# 3
{
  "formula": "C11H8Cl7N2O3V",
  "method": "wB97M-V/def2-TZVPD",
  "lumo_ev": [-5.49, -4.81],
  "total_charge": 1,
  "homo_lumo_gap_ev": [6.8, 7.5],
  "multiplicity": 2,
  "s2": 0.784,
  "species": ["V", "N", "C", "C", "O", "N", "C", "C", "O", "O", "H", "H", "H", "H", "H", "H", "Cl", "C", "C", "C", "Cl", "C", "Cl", "C", "Cl", "C", "Cl", "Cl", "C", "Cl", "H", "H"],
  "positions_angstrom": [[-0.743, 0.265, 0.215], [-1.427, 1.574, -1.338], [-0.719, 2.881, -1.298], [0.225, 2.944, -0.113], [0.784, 3.949, 0.218], [0.327, 1.724, 0.565], [0.950, 1.707, 1.875], [0.058, 0.826, 2.749], [0.180, 0.614, 3.903], [-0.929, 0.243, 1.978], [-1.217, 1.092, -2.212], [-2.435, 1.705, -1.319], [-1.428, 3.701, -1.202], [-0.150, 3.048, -2.210], [1.050, 2.707, 2.296], [1.942, 1.250, 1.856], [1.447, 0.569, -2.265], [1.636, -0.848, -1.282], [0.728, -1.093, -0.253], [0.871, -2.282, 0.467], [-0.265, -2.692, 1.700], [1.913, -3.170, 0.202], [2.077, -4.609, 1.110], [2.824, -2.879, -0.815], [4.108, -3.953, -1.141], [2.682, -1.716, -1.574], [3.782, -1.367, -2.836], [-3.887, 0.357, 0.627], [-3.772, -1.351, 0.198], [-2.326, -1.612, -0.827], [-4.642, -1.648, -0.374], [-3.643, -1.938, 1.100]]
}



# 4
{
  "formula": "C11H8F6N2O6OsS2",
  "method": "wB97M-V/def2-TZVPD",
  "lumo_ev": [-8.13, -11.14],
  "relative_energy_ev": 0.000,
  "total_charge": 2,
  "homo_lumo_gap_ev": [8.2, 5.2],
  "multiplicity": 5,
  "s2": 6.021,
  "species": ["Os", "F", "C", "F", "F", "S", "O", "O", "N", "S", "O", "O", "C", "F", "F", "F", "C", "C", "O", "C", "C", "C", "C", "C", "C", "H", "H", "H", "H", "H", "H", "H", "H", "O", "C", "N"],
  "positions_angstrom": [[0.828, -1.086, 0.974], [4.367, -3.426, -1.734], [4.026, -2.805, -0.640], [3.711, -1.533, -0.894], [4.957, -2.868, 0.277], [2.492, -3.608, 0.054], [2.091, -2.576, 1.150], [2.752, -4.875, 0.606], [1.518, -3.433, -1.142], [-0.043, -3.369, -1.060], [-0.400, -2.352, 0.034], [-0.794, -4.554, -0.987], [-0.415, -2.400, -2.605], [0.073, -3.028, -3.637], [-1.716, -2.261, -2.679], [0.166, -1.203, -2.462], [0.613, 2.049, -0.483], [-0.572, 1.502, 0.234], [-0.510, 0.273, 0.662], [-1.759, 2.224, 0.459], [-2.849, 1.623, 1.139], [-3.992, 2.345, 1.370], [-4.070, 3.670, 0.933], [-3.010, 4.280, 0.261], [-1.861, 3.568, 0.020], [1.364, 1.281, -0.664], [1.065, 2.850, 0.108], [0.316, 2.475, -1.441], [-2.780, 0.595, 1.466], [-4.830, 1.896, 1.884], [-4.975, 4.236, 1.118], [-3.096, 5.305, -0.070], [-1.041, 4.042, -0.502], [3.614, 0.768, 3.492], [2.814, 0.383, 2.772], [1.946, 0.013, 1.986]]
}



# 5
{
  "formula": "C11H8OS2",
  "method": "wB97M-V/def2-TZVPD",
  "lumo_ev": [-1.34, -1.34],
  "relative_energy_ev": 4.652,
  "homo_lumo_gap_ev": [6.4, 6.4],
  "species": ["C", "C", "C", "C", "C", "C", "C", "C", "C", "C", "C", "O", "S", "S", "H", "H", "H", "H", "H", "H", "H", "H"],
  "positions_angstrom": [[-2.029, -1.380, -2.200], [-1.606, -1.098, -1.089], [-1.831, 0.765, 1.580], [1.759, -0.996, -0.438], [-1.982, 0.458, 2.875], [2.709, -1.348, -1.382], [0.295, 0.197, 2.189], [1.862, 0.832, -1.899], [-0.510, 0.615, 1.159], [1.172, 0.318, -0.801], [-0.043, 0.859, -0.158], [-0.660, 1.819, -0.887], [-0.559, 0.028, 3.668], [3.038, -0.211, -2.586], [-2.637, -1.949, -2.836], [-2.663, 0.938, 0.897], [1.607, -1.761, 0.367], [-2.906, 0.213, 3.220], [3.412, -2.187, -1.366], [1.351, -0.132, 2.510], [1.496, 1.696, -2.522], [-1.276, 2.324, -0.300]]
}



# 6
{
  "formula": "C11H9BrO2",
  "method": "wB97M-V/def2-TZVPD",
  "lumo_ev": [0.45, 0.45],
  "homo_lumo_gap_ev": [7.5, 7.5],
  "species": ["C", "C", "C", "C", "C", "C", "C", "C", "C", "C", "C", "O", "O", "Br", "H", "H", "H", "H", "H", "H", "H", "H", "H"],
  "positions_angstrom": [[-3.238, 1.016, 0.582], [-3.062, 0.468, -0.666], [-2.158, 1.093, 1.449], [-1.759, -0.013, -1.032], [-0.848, 0.802, 1.127], [-0.690, 0.142, -0.149], [0.219, 1.058, 2.009], [1.399, 0.566, 1.679], [2.280, -1.889, -0.966], [2.518, -0.491, -1.635], [0.592, -0.437, -0.453], [1.055, -1.711, -0.240], [1.397, 0.290, -1.226], [3.045, 0.475, 2.612], [-4.240, 1.270, 0.716], [-4.010, 0.433, -1.300], [-2.546, 1.456, 2.399], [-1.453, -0.651, -1.870], [0.179, 1.624, 2.906], [2.035, -2.681, -1.638], [3.122, -2.208, -0.269], [3.548, -0.121, -1.299], [2.616, -0.488, -2.734]]
}